[1]
DFT (ωB97M-V/def2-TZVPD) results for C28H18BrN7O2S2Ti as an isolated structure.

Atoms and positions in Å:
Ti  -0.42149  -0.09681  0.14668
O  3.47394  0.25552  0.57096
C  2.59997  -0.42063  0.09059
N  1.33742  -0.57718  0.69037
C  1.28362  -0.61776  2.11054
C  2.19767  -1.32658  2.88677
C  2.02689  -1.36529  4.25421
C  0.93387  -0.73053  4.85077
C  0.02527  -0.02331  4.08986
C  0.21765  0.05788  2.71108
N  -0.58000  0.85210  1.81237
C  -0.87158  2.16028  2.22332
O  -0.64576  2.58303  3.33215
C  -1.34571  3.11088  1.15951
C  -0.97159  4.44535  1.24452
C  -1.39831  5.30302  0.24778
C  -2.19140  4.80363  -0.77672
C  -2.51447  3.45837  -0.76435
N  -2.09292  2.62341  0.18247
C  2.82282  -1.22070  -1.16408
C  4.03028  -1.08066  -1.83587
C  4.25492  -1.87737  -2.94438
C  3.27077  -2.77472  -3.33445
C  2.09372  -2.83017  -2.60155
N  1.86935  -2.07222  -1.53241
H  3.02518  -1.83760  2.41318
H  2.74104  -1.90067  4.86607
H  0.80044  -0.78113  5.92321
H  -0.80841  0.48103  4.55226
H  -0.35843  4.77609  2.07023
H  -1.11637  6.34773  0.26635
H  -2.54816  5.44190  -1.57345
H  -3.12421  3.02529  -1.55153
H  4.75393  -0.36193  -1.48105
H  5.18399  -1.80131  -3.49400
H  3.40580  -3.42487  -4.18807
H  1.29924  -3.51411  -2.88463
C  -6.13740  0.43327  -0.36794
C  -4.80880  -0.03192  -0.89754
C  -4.66767  -0.54765  -2.18611
C  -3.43498  -0.97803  -2.63835
C  -2.36074  -0.85036  -1.77757
Br  0.22484  1.52753  -1.56099
N  -2.46516  -0.31373  -0.56205
C  -3.66950  0.06535  -0.12153
H  -6.39829  1.40825  -0.78403
H  -6.11630  0.53059  0.71623
H  -6.93240  -0.26289  -0.63384
H  -5.53657  -0.62870  -2.82879
H  -3.30012  -1.42060  -3.61515
H  -3.70664  0.44841  0.88690
S  -1.17115  -2.35441  1.12424
C  -1.28365  -3.42317  -0.20253
C  -1.65126  -4.78353  0.14179
N  -1.94156  -5.85840  0.42169
C  -1.08971  -3.14509  -1.51670
S  -0.71510  -1.50069  -2.05874
C  -1.20122  -4.12692  -2.55121
N  -1.26662  -4.87316  -3.42513

Values from the calculation:
2S+1   1
LUMO energy   -1.06 eV
HOMO   -8.54 eV
Gap between HOMO and LUMO   7.48 eV
Total charge   0

These are the Löwdin partial charges, in e, on atoms 1 to 2: number 1, Ti, carries 0.557; number 2, O, carries 0.123



[2]
DFT (ωB97M-V/def2-TZVPD) results for C28H18Cl2MoN2O5Si as an isolated structure at a distorted geometry.

Atoms and positions in Å:
Mo  0.93959  -0.56650  0.07215
O  -0.02196  0.07176  4.03373
C  0.38661  0.18186  2.89452
O  -0.17820  -0.29565  1.83989
C  1.64063  0.94361  2.54547
C  2.46129  1.60822  3.44301
C  3.58246  2.28016  2.97085
C  3.83151  2.28109  1.60480
C  2.97010  1.57678  0.77615
N  1.89760  0.92460  1.23296
C  3.13032  1.35324  -0.71073
O  3.85034  2.04295  -1.40330
O  2.38222  0.38234  -1.10318
H  2.20039  1.58082  4.48734
H  4.25122  2.78525  3.65112
H  4.67543  2.78848  1.16388
Cl  4.02696  -3.05704  3.10531
C  2.43777  -3.54433  2.67126
C  1.88546  -4.70156  3.20961
C  0.59805  -5.08534  2.88845
Cl  -0.06754  -6.49981  3.61528
C  -0.18484  -4.34114  1.98249
C  -1.50166  -4.64093  1.57909
C  -2.13164  -3.80991  0.68239
C  -1.46848  -2.68691  0.18684
N  -0.22833  -2.37906  0.54034
C  0.40672  -3.18116  1.41499
C  1.72538  -2.75706  1.75231
O  2.15448  -1.68420  1.19001
H  2.46726  -5.29796  3.89607
H  -1.99369  -5.51224  1.97946
H  -3.13420  -4.01306  0.34621
H  -1.95041  -2.02094  -0.51650
C  0.59246  2.60650  -5.33412
C  0.09693  1.31623  -5.25285
C  -0.32945  0.81168  -4.03808
C  -0.28046  1.58902  -2.88041
C  0.20081  2.89436  -2.98630
C  0.63354  3.39797  -4.19891
Si  -0.67413  0.82947  -1.16731
C  -2.47024  1.42993  -0.92105
C  -2.70755  2.70172  -0.40115
C  -3.99314  3.18744  -0.26381
C  -5.07405  2.40579  -0.63556
C  -4.85902  1.12782  -1.12427
C  -3.57085  0.64625  -1.26293
H  0.94771  2.99314  -6.27750
H  0.05673  0.69675  -6.13681
H  -0.69401  -0.20336  -3.97665
H  0.25205  3.51744  -2.10419
H  1.01613  4.40550  -4.26028
H  1.03195  -1.52175  -1.23715
H  -1.87187  3.31505  -0.09738
H  -4.15570  4.17954  0.12983
H  -6.07907  2.79086  -0.54464
H  -5.69751  0.50687  -1.40263
H  -3.41208  -0.35060  -1.64812

Values from the calculation:
2S+1   1
LUMO energy (alpha / beta)   -1.72 / -1.51 eV
HOMO (alpha / beta)   -8.17 / -7.90 eV
Gap between HOMO and LUMO (alpha / beta)   6.44 / 6.39 eV
Total charge   0

These are the Löwdin partial charges, in e, on atoms 1 to 2: number 1, Mo, carries 1.406; number 2, O, carries 0.099



[3]
DFT (ωB97M-V/def2-TZVPD) results for C28H19BrClMgN6O4S as an isolated structure at a distorted geometry.

Atoms and positions in Å:
Mg  0.95369  -0.02347  0.58800
N  0.22841  -4.46862  -1.55051
C  1.01029  -3.63754  -0.78779
S  2.60564  -3.43770  -1.28509
N  0.34758  -2.91354  0.09599
N  0.89183  -2.09677  0.95945
C  1.98707  -2.35654  1.60012
C  2.45912  -1.38670  2.53208
C  3.35972  -1.70905  3.56372
C  3.70802  -0.74313  4.47776
C  3.18753  0.54262  4.33326
C  2.32747  0.78204  3.27503
N  1.96189  -0.14832  2.41592
H  0.72429  -5.03242  -2.22176
H  -0.62006  -4.84144  -1.15640
H  2.50991  -3.30583  1.49646
H  3.74759  -2.71427  3.63568
H  4.36317  -0.97799  5.30615
H  3.44044  1.32649  5.03185
H  1.89264  1.76294  3.11872
Br  -1.34564  0.28086  2.58046
C  -1.76285  1.99450  1.79899
C  -2.95181  2.56793  2.15924
C  -3.25162  3.86554  1.72350
C  -2.33462  4.56430  0.99181
C  -1.10107  3.98522  0.63377
C  -0.11175  4.73882  -0.02394
C  1.09629  4.17264  -0.31877
C  1.32505  2.81512  -0.04978
C  0.40171  2.00011  0.57336
C  -0.80302  2.62907  0.98260
H  -3.64453  2.03972  2.79701
H  -4.18794  4.31955  2.01052
H  -2.53391  5.58370  0.68594
H  -0.32112  5.76966  -0.27687
H  1.87093  4.76621  -0.78878
H  2.27706  2.39347  -0.34014
O  2.86695  -0.90142  -4.76265
C  1.61843  -1.29855  -4.76681
O  1.08960  -1.75518  -5.75856
C  0.83812  -1.12820  -3.50948
C  -0.52281  -1.37879  -3.40045
Cl  -1.56190  -2.05432  -4.55460
N  -0.92003  -1.05346  -2.14690
N  0.13168  -0.62513  -1.43770
C  1.19550  -0.66660  -2.21404
C  2.51955  -0.21343  -1.65188
O  3.44897  0.00006  -2.44455
O  2.55516  -0.03607  -0.41977
C  -2.20841  -1.07281  -1.58323
C  -2.32982  -1.41059  -0.24118
C  -3.57070  -1.37843  0.36404
C  -4.69099  -1.01804  -0.36347
C  -4.56832  -0.68984  -1.70270
C  -3.33039  -0.70742  -2.32057
H  3.18599  -0.54038  -3.85550
H  -1.45342  -1.72473  0.29968
H  -3.65634  -1.61986  1.41172
H  -5.65890  -1.00325  0.11289
H  -5.44531  -0.40213  -2.26384
H  -3.24004  -0.42858  -3.35800

Values from the calculation:
2S+1   1
LUMO energy   2.10 eV
HOMO   -4.69 eV
Gap between HOMO and LUMO   6.79 eV
Total charge   -1

These are the Löwdin partial charges, in e, on atoms 1 to 2: number 1, Mg, carries 0.421; number 2, N, carries 0.046